1.
{
  "formula": "C18H49N24O14",
  "method": "ωB97M-V/def2-TZVPD",
  "symbols": ["O", "C", "N", "C", "C", "C", "C", "C", "C", "O", "C", "O", "N", "O", "N", "N", "H", "H", "H", "H", "H", "H", "H", "H", "H", "C", "O", "N", "N", "H", "H", "H", "H", "C", "O", "N", "N", "H", "H", "H", "H", "C", "O", "N", "N", "H", "H", "H", "H", "C", "O", "N", "N", "H", "H", "H", "H", "C", "O", "N", "N", "H", "H", "H", "H", "C", "O", "N", "N", "H", "H", "H", "H", "C", "O", "N", "N", "H", "H", "H", "H", "C", "O", "N", "N", "H", "H", "H", "H", "C", "O", "N", "N", "H", "H", "H", "H", "C", "O", "N", "N", "H", "H", "H", "H"],
  "positions_angstrom": [[1.235, -5.829, -0.005], [2.098, -5.208, -0.475], [2.923, -4.434, -1.050], [2.407, -3.069, -0.741], [1.188, -2.674, -1.526], [0.693, -1.285, -1.122], [-0.593, -0.629, -1.762], [-1.906, -1.507, -1.559], [-2.193, -1.643, 0.000], [-2.972, -0.470, 0.377], [1.558, -0.703, -0.056], [1.159, 0.576, 0.426], [2.211, 1.487, 0.282], [2.554, 1.796, 1.368], [2.685, -1.217, 0.530], [3.126, -2.413, 0.193], [0.668, -3.303, -2.295], [-0.401, -0.453, -2.859], [-0.730, 0.386, -1.261], [-1.737, -2.489, -2.088], [-2.765, -0.931, -2.001], [-1.252, -1.667, 0.640], [-2.821, -2.580, 0.131], [-2.369, 0.284, 0.511], [3.201, -0.681, 1.247], [-1.207, -2.793, 3.522], [-0.878, -2.065, 2.593], [-2.489, -2.897, 3.947], [-0.312, -3.553, 4.205], [-2.779, -3.485, 4.706], [-3.179, -2.345, 3.464], [0.650, -3.498, 3.915], [-0.556, -4.154, 4.971], [3.014, -0.079, -4.337], [1.929, 0.270, -3.889], [4.047, 0.785, -4.499], [3.276, -1.360, -4.712], [4.944, 0.521, -4.865], [3.891, 1.745, -4.233], [2.533, -2.030, -4.608], [4.157, -1.666, -5.082], [5.364, -7.317, 2.192], [6.182, -7.848, 2.918], [5.559, -6.087, 1.640], [4.180, -7.902, 1.865], [4.896, -5.634, 1.039], [6.422, -5.619, 1.856], [3.994, -8.812, 2.251], [3.494, -7.478, 1.268], [2.084, -0.423, 5.900], [2.169, -1.183, 6.850], [1.383, -0.732, 4.772], [2.673, 0.799, 5.876], [1.299, -0.118, 3.982], [0.927, -1.629, 4.744], [3.198, 1.071, 6.689], [2.610, 1.436, 5.103], [0.929, 3.977, 5.467], [2.038, 3.929, 5.980], [-0.194, 4.275, 6.156], [0.726, 3.730, 4.140], [-1.107, 4.313, 5.736], [-0.094, 4.466, 7.138], [1.534, 3.505, 3.587], [-0.175, 3.764, 3.697], [-4.764, -2.060, -3.857], [-3.663, -2.155, -3.319], [-5.887, -1.747, -3.167], [-4.950, -2.259, -5.183], [-6.795, -1.663, -3.586], [-5.790, -1.591, -2.178], [-4.139, -2.494, -5.730], [-5.840, -2.185, -5.640], [5.256, 3.833, -1.588], [4.616, 4.254, -2.538], [4.692, 3.077, -0.605], [6.581, 4.082, -1.428], [5.196, 2.719, 0.185], [3.707, 2.876, -0.693], [7.032, 4.638, -2.135], [7.124, 3.745, -0.654], [-1.655, 3.535, -1.189], [-2.240, 3.139, -0.189], [-2.306, 4.028, -2.272], [-0.299, 3.512, -1.296], [-1.844, 4.357, -3.100], [-3.310, 4.059, -2.228], [0.213, 3.153, -0.512], [0.205, 3.830, -2.105], [-3.880, 5.109, 4.162], [-2.777, 5.076, 4.691], [-5.010, 5.410, 4.850], [-4.067, 4.847, 2.843], [-5.924, 5.442, 4.437], [-4.911, 5.610, 5.831], [-3.251, 4.619, 2.298], [-4.962, 4.869, 2.391], [-5.434, 0.721, -6.995], [-6.023, 0.326, -6.002], [-6.081, 1.213, -8.084], [-4.078, 0.702, -7.097], [-5.616, 1.542, -8.910], [-7.086, 1.243, -8.046], [-3.564, 0.344, -6.309], [-3.573, 1.021, -7.903]],
  "e_above_lowest_kj_mol": 222.5,
  "e_lumo_ev": -5.15,
  "charge": 1
}

***

2.
{
  "formula": "C18H49NO11S2",
  "method": "ωB97M-V/def2-TZVPD",
  "symbols": ["C", "C", "O", "S", "C", "O", "O", "H", "H", "H", "H", "H", "H", "H", "H", "C", "C", "O", "S", "C", "O", "O", "H", "H", "H", "H", "H", "H", "H", "H", "C", "C", "N", "H", "H", "H", "C", "C", "O", "H", "H", "H", "H", "H", "H", "C", "C", "O", "H", "H", "H", "H", "H", "H", "C", "C", "O", "H", "H", "H", "H", "H", "H", "C", "C", "O", "H", "H", "H", "H", "H", "H", "C", "C", "O", "H", "H", "H", "H", "H", "H"],
  "positions_angstrom": [[-41.560, -3.811, 14.720], [-41.821, -2.308, 14.709], [-43.210, -2.064, 14.877], [-43.580, -0.530, 15.313], [-43.471, -0.704, 17.099], [-42.493, 0.316, 14.873], [-44.922, -0.249, 14.902], [-41.773, -4.222, 15.711], [-40.503, -3.997, 14.535], [-42.199, -4.339, 14.016], [-41.168, -1.735, 15.369], [-41.488, -1.985, 13.714], [-43.702, 0.254, 17.558], [-42.467, -1.061, 17.302], [-44.245, -1.408, 17.400], [-34.547, -1.206, 16.352], [-34.252, -1.315, 17.862], [-33.068, -2.060, 18.099], [-33.076, -3.194, 19.273], [-34.012, -4.455, 18.407], [-31.703, -3.589, 19.405], [-33.846, -2.667, 20.373], [-35.124, -2.072, 16.031], [-33.610, -1.067, 15.816], [-35.145, -0.304, 16.219], [-34.063, -0.300, 18.224], [-35.140, -1.717, 18.354], [-34.238, -5.244, 19.125], [-33.332, -4.901, 17.688], [-34.899, -3.977, 18.011], [-32.435, -7.066, 15.551], [-33.893, -7.116, 15.687], [-35.025, -7.099, 15.863], [-32.094, -6.121, 15.975], [-32.131, -7.088, 14.508], [-32.007, -7.896, 16.107], [-37.423, 0.070, 18.332], [-38.251, 0.871, 17.343], [-38.630, 0.015, 16.276], [-37.989, -0.529, 19.052], [-36.846, 0.765, 18.950], [-36.719, -0.660, 17.928], [-37.647, 1.716, 17.001], [-39.112, 1.296, 17.865], [-38.946, 0.511, 15.515], [-38.563, -6.850, 12.174], [-38.558, -6.499, 10.684], [-39.860, -6.594, 10.117], [-37.551, -6.833, 12.571], [-39.010, -7.841, 12.239], [-39.187, -6.125, 12.699], [-37.918, -7.190, 10.135], [-38.154, -5.496, 10.517], [-40.384, -5.872, 10.480], [-37.228, -2.684, 11.279], [-36.477, -2.035, 10.115], [-35.252, -1.460, 10.579], [-36.684, -3.521, 11.724], [-38.163, -3.127, 10.925], [-37.393, -1.956, 12.069], [-37.079, -1.211, 9.726], [-36.245, -2.760, 9.342], [-35.427, -0.594, 10.953], [-37.301, -4.617, 14.749], [-37.454, -3.118, 14.814], [-37.923, -2.756, 16.109], [-37.075, -4.951, 13.739], [-38.161, -5.177, 15.118], [-36.479, -4.891, 15.414], [-38.152, -2.823, 14.016], [-36.488, -2.640, 14.604], [-38.101, -1.799, 16.056], [-37.802, -5.445, 18.277], [-38.877, -4.520, 18.796], [-39.946, -5.260, 19.381], [-38.196, -6.019, 17.436], [-37.505, -6.147, 19.059], [-36.902, -4.920, 17.957], [-39.286, -3.896, 17.997], [-38.486, -3.822, 19.537], [-40.435, -5.724, 18.698]],
  "smiles": "CCOS(C)(=O)=O.CCOS(C)(=O)=O.CC#N.CCO.CCO.CCO.CCO.CCO",
  "e_lumo_ev": 0.09
}

***

3.
{
  "formula": "C18H50AsF6N2O8",
  "method": "ωB97M-V/def2-TZVPD",
  "symbols": ["As", "F", "F", "F", "F", "F", "F", "O", "H", "H", "O", "H", "H", "O", "H", "H", "O", "H", "H", "O", "H", "H", "O", "H", "H", "C", "C", "C", "C", "C", "C", "N", "O", "C", "C", "C", "H", "H", "H", "H", "H", "H", "H", "H", "H", "H", "H", "H", "H", "H", "H", "H", "H", "H", "H", "C", "C", "C", "C", "C", "C", "N", "O", "C", "C", "C", "H", "H", "H", "H", "H", "H", "H", "H", "H", "H", "H", "H", "H", "H", "H", "H", "H", "H", "H"],
  "positions_angstrom": [[-0.529, 2.485, -2.492], [1.187, 2.029, -2.204], [-0.606, 1.285, -3.805], [-2.195, 2.802, -2.669], [-0.439, 3.596, -1.124], [-0.093, 3.763, -3.613], [-1.031, 1.246, -1.302], [-0.252, -1.983, -4.384], [0.590, -1.612, -4.062], [-0.872, -1.335, -4.055], [-0.033, -4.712, -3.315], [-0.327, -3.974, -3.885], [0.328, -5.387, -3.882], [1.503, 3.194, -5.963], [0.988, 3.444, -5.168], [1.113, 2.264, -6.160], [-3.786, -0.501, -1.112], [-2.846, -0.604, -1.328], [-3.957, 0.390, -1.429], [0.148, -1.083, -7.195], [0.158, -1.405, -6.259], [1.027, -0.588, -7.236], [2.359, -0.060, -3.786], [2.423, 0.593, -4.485], [1.749, 0.436, -3.175], [1.418, -1.667, -0.903], [0.728, -2.323, 0.320], [-0.290, -1.299, 0.664], [-1.311, -1.796, 1.581], [-2.078, -2.901, 0.853], [-1.135, -4.018, 0.504], [-0.030, -3.438, -0.267], [0.913, -4.378, -0.767], [-0.672, -4.899, 1.711], [-1.891, -5.075, -0.382], [1.689, -2.693, 1.414], [2.007, -0.749, -0.573], [0.690, -1.233, -1.587], [2.184, -2.350, -1.346], [0.231, -0.412, 1.035], [-0.693, -0.922, -0.305], [-1.913, -0.946, 1.933], [-0.753, -2.191, 2.511], [-2.340, -2.398, -0.100], [-2.936, -3.197, 1.343], [-1.525, -5.426, 2.113], [0.040, -5.664, 1.404], [-0.195, -4.341, 2.488], [-1.433, -6.066, -0.603], [-2.861, -5.191, 0.127], [-2.041, -4.560, -1.315], [1.219, -2.957, 2.339], [2.375, -1.868, 1.528], [2.305, -3.542, 1.097], [0.652, -4.402, -1.736], [-1.453, 2.312, 1.645], [-0.887, 3.253, 2.766], [-0.667, 2.478, 4.046], [0.395, 1.425, 3.966], [1.721, 2.106, 3.628], [1.643, 3.054, 2.438], [0.439, 3.930, 2.570], [0.271, 4.799, 1.411], [2.840, 4.037, 2.529], [1.852, 2.429, 1.095], [-2.000, 4.249, 3.103], [-2.283, 1.785, 2.077], [-0.709, 1.637, 1.224], [-1.705, 2.933, 0.834], [-0.361, 3.164, 4.838], [-1.582, 2.061, 4.467], [0.101, 0.622, 3.211], [0.548, 0.820, 4.815], [2.404, 1.263, 3.426], [1.963, 2.751, 4.463], [3.179, 4.518, 1.584], [2.460, 4.868, 3.108], [3.681, 3.619, 3.128], [2.721, 1.809, 1.081], [1.010, 1.771, 0.813], [1.934, 3.197, 0.338], [-1.545, 5.003, 3.854], [-2.719, 3.631, 3.733], [-2.322, 4.866, 2.279], [0.110, 4.226, 0.534]],
  "e_above_lowest_kj_mol": 32.7,
  "e_lumo_ev": 2.32,
  "charge": -1
}

***

4.
{
  "formula": "C18H50N2O11",
  "method": "ωB97M-V/def2-TZVPD",
  "symbols": ["C", "O", "C", "C", "N", "C", "C", "O", "C", "H", "H", "H", "H", "H", "H", "H", "H", "H", "H", "H", "H", "H", "H", "H", "C", "O", "C", "C", "N", "C", "C", "O", "C", "H", "H", "H", "H", "H", "H", "H", "H", "H", "H", "H", "H", "H", "H", "H", "C", "C", "O", "O", "H", "H", "H", "H", "H", "H", "C", "C", "O", "O", "H", "H", "H", "H", "H", "H", "C", "C", "O", "O", "H", "H", "H", "H", "H", "H", "O", "H", "H"],
  "positions_angstrom": [[0.196, 1.012, 2.709], [-0.623, 0.971, 3.834], [-2.034, 1.228, 3.622], [-2.621, 0.293, 2.570], [-4.058, 0.119, 2.513], [-4.827, 1.400, 2.149], [-4.956, 1.564, 0.666], [-5.831, 2.650, 0.332], [-6.436, 2.393, -0.901], [0.029, 1.781, 1.954], [0.164, 0.029, 2.238], [1.210, 1.184, 3.071], [-2.081, 2.278, 3.334], [-2.613, 1.137, 4.540], [-2.273, -0.699, 2.858], [-2.317, 0.427, 1.532], [-4.371, -0.192, 3.421], [-4.241, 2.219, 2.566], [-5.757, 1.386, 2.719], [-5.236, 0.642, 0.155], [-3.929, 1.797, 0.386], [-5.682, 2.381, -1.688], [-7.033, 3.241, -1.236], [-6.977, 1.474, -0.679], [2.964, 0.541, -0.358], [4.017, 0.668, 0.599], [4.982, 1.561, 0.024], [6.270, 1.758, 0.888], [6.837, 0.485, 1.392], [7.701, 0.593, 2.601], [8.020, -0.823, 3.225], [8.513, -0.597, 4.572], [8.529, -1.735, 5.418], [3.196, 0.584, -1.422], [2.164, 1.273, -0.249], [2.375, -0.346, -0.128], [4.552, 2.534, -0.212], [5.326, 1.221, -0.953], [6.048, 2.240, 1.840], [6.980, 2.445, 0.428], [5.990, -0.041, 1.553], [7.314, 1.187, 3.429], [8.644, 0.970, 2.206], [8.738, -1.448, 2.695], [7.083, -1.371, 3.325], [9.205, -2.538, 5.122], [7.551, -2.216, 5.425], [8.936, -1.422, 6.380], [-6.286, -3.087, -0.785], [-5.177, -2.416, 0.042], [-5.656, -1.996, 1.341], [-7.263, -2.078, -1.140], [-6.919, -3.799, -0.254], [-5.908, -3.427, -1.749], [-4.822, -1.551, -0.518], [-4.398, -3.179, 0.053], [-4.922, -1.464, 1.659], [-7.770, -1.777, -0.383], [-0.063, 0.293, -6.350], [1.456, 0.065, -6.098], [1.798, -0.229, -4.811], [-0.522, 1.337, -5.519], [-0.592, -0.639, -6.152], [-0.372, 0.459, -7.382], [2.050, 0.964, -6.261], [1.806, -0.782, -6.688], [2.236, -1.072, -4.672], [0.215, 1.617, -4.972], [-2.257, -0.091, -2.482], [-1.558, -0.640, -1.196], [-0.369, 0.115, -0.979], [-1.495, -0.378, -3.640], [-2.437, 0.983, -2.430], [-3.219, -0.597, -2.567], [-1.097, -1.618, -1.336], [-2.074, -0.848, -0.259], [0.084, 0.370, -1.786], [-1.445, 0.453, -4.117], [-0.618, -3.985, -2.868], [-1.364, -4.203, -3.427], [-0.683, -3.038, -2.741]],
  "spin_multiplicity": 2,
  "e_above_lowest_kj_mol": 0.0,
  "e_lumo_ev": [-2.66, -8.10],
  "charge": 1
}

***

5.
{
  "formula": "C18H50N3O9Zn",
  "method": "ωB97M-V/def2-TZVPD",
  "symbols": ["Zn", "O", "C", "O", "O", "H", "C", "C", "C", "O", "H", "H", "H", "H", "H", "H", "H", "H", "C", "C", "C", "O", "C", "N", "H", "H", "H", "H", "H", "H", "H", "H", "H", "H", "H", "C", "C", "C", "O", "C", "N", "H", "H", "H", "H", "H", "H", "H", "H", "H", "H", "H", "C", "C", "C", "O", "C", "N", "H", "H", "H", "H", "H", "H", "H", "H", "H", "H", "H", "C", "O", "H", "H", "H", "H", "C", "O", "H", "H", "H", "H"],
  "positions_angstrom": [[-1.807, 5.473, 3.031], [1.114, 1.256, 0.115], [0.453, 2.241, 0.747], [0.901, 3.142, 1.431], [-0.764, 2.333, 0.833], [0.496, 0.586, -0.188], [-3.741, 2.532, -5.193], [-5.000, 1.722, -5.426], [-6.107, 1.858, -4.412], [-5.419, 2.109, -6.658], [-3.905, 3.597, -5.031], [-2.958, 2.389, -5.938], [-3.311, 2.242, -4.234], [-4.830, 0.646, -5.397], [-6.442, 2.895, -4.433], [-5.840, 1.619, -3.383], [-6.984, 1.264, -4.671], [-4.834, 1.683, -7.289], [5.391, -2.946, 2.815], [6.593, -2.140, 2.375], [7.102, -2.435, 0.903], [8.344, -1.843, 0.650], [8.969, -2.391, -0.518], [6.171, -0.763, 2.565], [5.774, -3.965, 2.873], [4.553, -2.696, 2.165], [5.032, -2.586, 3.779], [7.399, -2.317, 3.087], [6.424, -2.261, 0.067], [7.140, -3.521, 0.816], [9.876, -1.857, -0.804], [8.204, -2.318, -1.291], [9.101, -3.468, -0.414], [5.370, -0.730, 1.951], [6.767, -0.065, 2.143], [-6.404, 7.584, 0.020], [-4.972, 7.186, 0.398], [-4.036, 8.394, 0.255], [-2.805, 7.961, 0.787], [-1.805, 8.985, 0.740], [-4.987, 6.717, 1.800], [-6.860, 8.259, 0.745], [-7.017, 6.684, 0.069], [-6.448, 8.018, -0.979], [-4.696, 6.317, -0.199], [-4.411, 9.309, 0.713], [-3.900, 8.556, -0.814], [-1.650, 9.309, -0.289], [-0.878, 8.506, 1.055], [-1.992, 9.747, 1.497], [-5.408, 7.410, 2.402], [-5.736, 6.041, 1.852], [0.402, -9.520, 0.710], [-0.958, -9.780, 1.440], [-1.903, -8.572, 1.536], [-1.209, -7.637, 2.330], [-1.644, -6.298, 2.026], [-1.633, -10.790, 0.609], [0.925, -10.472, 0.623], [0.960, -8.789, 1.297], [0.291, -9.148, -0.308], [-0.838, -10.207, 2.436], [-2.889, -8.800, 1.940], [-2.088, -8.134, 0.555], [-1.135, -5.618, 2.709], [-2.732, -6.277, 1.973], [-1.286, -6.030, 1.032], [-1.084, -11.637, 0.644], [-2.489, -11.042, 1.082], [-0.098, -4.264, -4.165], [-1.404, -3.731, -3.886], [-0.046, -5.303, -4.490], [0.411, -3.663, -4.918], [0.429, -4.056, -3.234], [-1.922, -4.262, -4.496], [6.414, 6.412, 4.474], [5.636, 6.552, 3.288], [6.575, 5.336, 4.406], [7.353, 6.947, 4.620], [5.770, 6.649, 5.321], [4.963, 5.869, 3.325]],
  "e_lumo_ev": -9.02,
  "charge": 1
}